{"formula": "C34H47F5N10O2S2Zr", "method": "ωB97M-V/def2-TZVPD", "total_charge": 2, "e_above_lowest_kcal_mol": 31.75, "multiplicity": 1, "homo_ev": -13.65, "energy_ha": -3364.25785, "elements": ["H", "H", "H", "C", "C", "O", "C", "C", "N", "H", "H", "N", "H", "C", "N", "C", "N", "H", "H", "C", "H", "H", "H", "C", "C", "F", "C", "H", "H", "N", "H", "C", "H", "C", "H", "H", "H", "N", "C", "C", "H", "C", "H", "C", "H", "C", "N", "H", "H", "H", "C", "C", "C", "H", "H", "F", "Zr", "C", "H", "H", "C", "C", "H", "N", "C", "S", "H", "C", "H", "C", "H", "H", "H", "H", "H", "H", "H", "H", "F", "F", "H", "C", "H", "O", "H", "N", "C", "H", "C", "C", "H", "C", "C", "F", "S", "C", "H", "H", "N", "H", "C"], "positions_angstrom": [[5.75993, 5.49299, 3.52554], [0.91567, 5.94787, -0.95785], [1.42664, -3.87769, 2.61917], [4.15895, 2.49337, 1.31873], [-2.34548, -1.08676, -5.05135], [2.58544, 1.05835, -0.70571], [-2.44404, -3.16935, 0.82210], [-1.89447, 1.78936, -5.03729], [-1.03507, -1.20029, 1.10180], [-2.48227, -5.54032, -1.59442], [-3.13777, -0.77084, -5.73161], [-0.62469, -0.34035, 3.22884], [-2.90694, 4.13170, -0.29865], [-0.60450, -1.37263, 2.36375], [-2.59229, -0.66746, -3.67854], [2.90528, 3.72026, 3.47347], [2.70468, -2.29224, -0.40118], [0.96634, -3.17179, -3.80231], [-2.95463, -2.88291, 1.73338], [-1.08370, 5.21738, -0.65724], [-0.74016, -4.05918, -2.50864], [2.41057, 4.21355, 4.30088], [-1.39401, -0.69711, -5.40160], [0.41891, -0.18173, 4.23927], [-1.82664, 4.11861, -0.29937], [-4.14922, -0.30040, 1.75334], [2.82779, 2.22449, 1.60748], [0.94997, -3.05770, 1.13406], [-1.16723, -2.33833, 4.66287], [0.44432, 1.59385, 0.54222], [-3.64609, -1.14243, -1.93289], [3.99406, -2.96112, -0.60858], [-0.79091, -3.99388, 4.17886], [0.91934, 3.92361, -0.29112], [0.49140, -2.95753, 4.82437], [0.04529, -0.38756, 5.24331], [-3.27463, -2.52444, -2.98384], [-1.76613, 0.35337, -1.75279], [0.57484, -3.52169, 2.03701], [-1.56442, 0.75711, 3.10901], [-1.70492, 1.20726, 4.09089], [-3.56875, -1.47383, -2.95990], [1.99360, 3.81999, -0.30756], [-0.24005, 2.07845, -3.24923], [-1.18975, 1.57323, 2.47007], [4.24891, 3.99466, 3.21636], [-1.24443, 2.96714, 0.07465], [-4.54512, -1.37650, -3.43746], [-3.62287, -4.92756, 0.52114], [2.56867, -3.69287, -4.34998], [-2.18629, -4.65424, -1.04971], [4.85870, 3.37261, 2.12803], [-1.19603, -3.82809, -1.55539], [4.44830, -3.79361, -2.60125], [-1.30971, 1.59263, -5.93633], [-5.91608, 1.69781, 1.43665], [-1.60861, 0.69234, 0.09322], [-3.94297, 0.55952, 0.67403], [-1.97824, 2.86960, -4.90948], [4.36811, 5.63218, 4.60779], [-1.88847, 0.30630, -3.07116], [1.90430, -2.48648, -1.42671], [0.40162, 2.44471, -4.04955], [-0.14222, -2.54577, 2.83926], [-0.79548, -2.69095, -0.86213], [0.39308, -1.57201, -1.60851], [5.89601, 3.58870, 1.90512], [5.02456, 4.92951, 4.09771], [1.14369, 2.65673, 2.87077], [1.82833, -3.78577, -3.55676], [1.25619, -0.83407, 4.01176], [0.37169, 1.51363, -2.54902], [-2.30529, -2.17703, -5.06806], [0.77898, 0.84535, 4.20585], [4.28774, -3.52937, 0.26995], [-1.57506, 6.13736, -0.93620], [4.63167, 2.03105, 0.46266], [3.56132, -4.90668, -1.54635], [-3.98035, 2.47079, 2.03439], [-4.67936, 0.00741, -0.35109], [4.76091, -2.21649, -0.82240], [-4.66387, 1.85438, 1.04146], [-2.89631, 1.39079, -5.16375], [1.91542, -0.20875, 1.28572], [1.53024, -4.83161, -3.47166], [2.41051, -3.32207, -2.31184], [-1.41120, -2.36087, 0.35510], [-0.68018, 2.93977, -2.73631], [2.19330, 2.83997, 2.67886], [-0.41033, -2.97205, 4.21025], [-2.53463, 0.39488, 2.78431], [3.69245, -3.85867, -1.82140], [0.10170, 2.86466, 0.10208], [-4.65194, 2.67975, -0.02267], [1.96623, 1.07484, 0.59618], [-2.82094, -4.31206, 0.13609], [-0.05513, -4.37578, 1.77744], [5.56455, 4.36553, 4.86089], [-1.26460, 1.23016, -3.84110], [2.52760, -1.53489, 0.26972], [0.30667, 5.10421, -0.65996]], "forces_ev_per_a": [[0.00, 0.00, 0.00], [0.00, 0.00, 0.00], [0.00, 0.00, 0.00], [0.00, 0.00, 0.00], [0.00, -0.01, 0.00], [0.00, 0.00, 0.01], [0.00, 0.00, -0.01], [-0.01, 0.01, 0.00], [-0.01, 0.00, 0.00], [0.00, 0.00, 0.00], [0.00, 0.00, 0.00], [0.00, -0.01, 0.00], [0.00, 0.00, 0.00], [0.00, 0.01, 0.01], [0.00, 0.01, 0.00], [0.00, 0.01, 0.00], [0.00, -0.01, -0.02], [0.00, 0.00, 0.00], [0.00, 0.00, 0.00], [0.00, 0.00, 0.00], [0.00, 0.00, 0.00], [0.00, 0.00, 0.00], [0.00, 0.00, 0.00], [0.00, 0.00, 0.00], [-0.01, 0.00, -0.01], [-0.01, 0.00, 0.00], [-0.01, 0.00, 0.01], [0.01, 0.00, 0.00], [0.00, 0.00, 0.00], [-0.02, 0.00, 0.00], [-0.01, 0.01, 0.00], [0.00, 0.01, 0.00], [0.00, 0.00, 0.00], [0.01, -0.01, 0.00], [0.00, 0.00, 0.00], [0.00, 0.00, 0.00], [0.01, 0.00, 0.01], [-0.11, -0.01, 0.04], [0.00, 0.00, 0.00], [0.07, 0.03, 0.00], [-0.05, -0.02, 0.00], [0.01, 0.00, 0.00], [0.00, 0.00, 0.00], [0.00, 0.00, -0.01], [0.04, -0.01, 0.02], [-0.01, 0.00, 0.00], [0.00, 0.00, -0.01], [0.00, 0.00, -0.01], [0.00, 0.00, 0.00], [0.00, 0.00, 0.00], [0.00, 0.00, 0.00], [0.00, 0.00, 0.00], [0.01, 0.00, 0.00], [0.00, 0.00, 0.00], [0.00, 0.00, 0.00], [0.00, 0.00, -0.01], [0.01, -0.10, 0.02], [-0.01, 0.08, -0.02], [0.00, 0.00, 0.00], [0.00, 0.00, 0.00], [0.04, 0.01, 0.00], [0.00, 0.00, 0.02], [0.00, 0.00, 0.00], [0.00, 0.00, 0.00], [0.00, 0.00, 0.00], [0.01, 0.00, -0.01], [0.00, 0.00, 0.00], [0.00, 0.00, 0.00], [0.00, 0.00, 0.00], [0.00, 0.00, 0.00], [0.00, 0.00, 0.00], [0.00, 0.00, 0.00], [0.00, 0.00, 0.00], [0.00, 0.01, 0.00], [0.00, 0.00, 0.00], [0.00, 0.00, 0.00], [0.00, 0.00, 0.00], [0.00, 0.00, 0.00], [0.00, -0.01, -0.01], [0.02, 0.00, -0.02], [0.00, 0.00, 0.00], [0.01, -0.02, 0.05], [0.01, 0.01, 0.00], [-0.01, 0.00, 0.01], [0.00, 0.00, 0.00], [0.00, 0.00, -0.01], [0.01, -0.01, 0.00], [0.00, 0.00, 0.00], [0.00, -0.01, 0.00], [0.00, 0.00, 0.00], [-0.01, 0.00, -0.01], [0.00, 0.00, 0.00], [-0.02, 0.04, -0.01], [-0.01, 0.01, 0.00], [0.00, 0.02, -0.01], [0.00, 0.00, 0.00], [0.00, 0.00, 0.00], [0.00, 0.00, 0.00], [0.01, 0.00, -0.01], [0.01, 0.00, 0.01], [-0.01, 0.00, 0.00]]}